C5H8O2 as an isolated structure, computed with the ωB97M-V functional and the def2-TZVPD basis.

Summary:
largest force on an atom	0.433	eV/A
net charge	0
energy relative to the best compared isomer or geometry (same formula, charge and spin)	143.3	kcal/mol
Kohn-Sham gap	9.06	eV
multiplicity	1

```
15
Properties=species:S:1:pos:R:3:nbo_charge:R:1
C 0.217 -1.435 1.100 -0.620
C 0.223 -0.213 0.223 -0.181
C 0.218 1.708 0.789 -0.071
O -0.696 1.814 -0.290 -0.552
C -0.945 0.454 -0.497 0.066
C 0.127 -0.200 -1.289 0.070
O 0.969 0.514 -2.114 -0.684
H -0.048 -1.187 2.132 0.224
H -0.525 -2.160 0.744 0.223
H 1.188 -1.941 1.109 0.225
H 1.017 0.721 0.503 0.279
H -0.364 1.428 1.687 0.128
H -1.984 0.129 -0.483 0.201
H -0.139 -1.171 -1.705 0.205
H 0.773 1.452 -1.967 0.487
```

***

A 2-piece molecular cluster, C5H8O2 overall at a distorted geometry, computed with the ωB97M-V functional and the def2-TZVPD basis.

Summary:
largest force on an atom	1.114	eV/A
net charge	0
energy relative to the best compared isomer or geometry (same formula, charge and spin)	55.8	kcal/mol
Kohn-Sham gap	10.13	eV
multiplicity	1

```
15
Properties=species:S:1:pos:R:3:nbo_charge:R:1
O 2.685 -0.081 0.789 -0.718
C 1.491 -0.432 0.111 -0.107
C 0.487 0.589 0.571 -0.195
C -0.032 1.543 -0.198 -0.386
C -2.445 -0.505 -0.006 -0.789
C -1.523 -0.868 -0.871 0.734
O -0.730 -1.274 -1.629 -0.486
H 3.347 -0.770 0.665 0.470
H 1.167 -1.461 0.358 0.171
H 1.601 -0.394 -0.984 0.171
H 0.205 0.519 1.624 0.202
H -0.723 2.283 0.201 0.202
H 0.180 1.596 -1.266 0.200
H -3.404 -0.983 -0.139 0.260
H -2.306 0.238 0.775 0.269
```

***

C5H8O2 as an isolated structure at a distorted geometry, computed with the ωB97M-V functional and the def2-TZVPD basis.

Summary:
largest force on an atom	1.867	eV/A
net charge	0
energy relative to the best compared isomer or geometry (same formula, charge and spin)	70.5	kcal/mol
Kohn-Sham gap	9.64	eV
multiplicity	1

```
15
Properties=species:S:1:pos:R:3:nbo_charge:R:1
C -2.356 -0.062 -0.629 -0.605
C -1.010 -0.400 0.010 -0.395
C 0.158 0.355 -0.673 -0.484
C 1.506 -0.045 0.011 0.460
O 1.367 -0.219 1.231 -0.504
C 3.037 0.043 0.631 0.416
O 3.555 1.107 0.791 -0.573
H -2.600 1.000 -0.505 0.205
H -3.172 -0.642 -0.182 0.218
H -2.341 -0.281 -1.702 0.202
H -0.822 -1.477 -0.071 0.201
H -1.033 -0.172 1.081 0.223
H 0.104 0.230 -1.758 0.222
H 0.027 1.435 -0.483 0.245
H 3.439 -0.927 0.995 0.170
```

***

C5H8O2 as an isolated structure at a distorted geometry, computed with the ωB97M-V functional and the def2-TZVPD basis.

Summary:
largest force on an atom	4.054	eV/A
net charge	0
energy relative to the best compared isomer or geometry (same formula, charge and spin)	88.8	kcal/mol
Kohn-Sham gap	9.14	eV
multiplicity	1

```
15
Properties=species:S:1:pos:R:3:nbo_charge:R:1
C -1.547 -0.528 0.798 -0.625
C 0.347 0.834 -0.428 -0.629
C 1.815 0.433 -0.299 -0.609
C -1.561 0.490 -0.227 0.742
C -0.238 -1.286 0.323 0.449
O -2.202 0.852 -1.131 -0.461
O -0.161 -1.981 -0.678 -0.529
H 0.338 -1.517 1.238 0.133
H -1.321 -0.083 1.768 0.250
H -2.453 -1.138 0.824 0.239
H 0.228 1.767 0.134 0.194
H 0.194 1.100 -1.477 0.217
H 2.070 0.194 0.734 0.195
H 2.454 1.257 -0.612 0.217
H 2.036 -0.396 -0.965 0.217
```

***

An isolated molecule of C5H8O2, computed with the ωB97M-V functional and the def2-TZVPD basis.

Summary:
largest force on an atom	0.496	eV/A
net charge	0
energy relative to the best compared isomer or geometry (same formula, charge and spin)	36.5	kcal/mol
Kohn-Sham gap	10.63	eV
multiplicity	1

```
15
Properties=species:S:1:pos:R:3:nbo_charge:R:1
O 1.095 0.364 -1.176 -0.704
C 0.427 -0.080 -0.034 0.236
C -0.967 0.520 0.192 -0.539
C -1.570 1.151 -1.039 0.463
O -1.444 0.709 -2.160 -0.544
C 1.318 -0.261 1.148 -0.426
C 0.737 -1.469 0.452 -0.441
H 0.532 0.135 -1.932 0.489
H -1.677 -0.264 0.494 0.247
H -0.959 1.259 1.001 0.223
H -2.174 2.067 -0.870 0.116
H 0.937 0.012 2.130 0.210
H 2.370 -0.045 0.989 0.232
H 1.413 -2.060 -0.158 0.228
H -0.038 -2.037 0.963 0.210
```

***

An isolated molecule of C5H8O2S at a distorted geometry, computed with the ωB97M-V functional and the def2-TZVPD basis.

Summary:
largest force on an atom	3.027	eV/A
net charge	0
energy relative to the best compared isomer or geometry (same formula, charge and spin)	34.4	kcal/mol
Kohn-Sham gap	9.17	eV
multiplicity	1

```
16
Properties=species:S:1:pos:R:3:nbo_charge:R:1
C 2.139 -0.965 -0.008 -0.245
C 0.216 0.324 0.383 0.076
C -0.456 1.605 -0.056 -0.090
C -2.132 0.119 -0.080 0.228
C -0.869 -0.661 -0.097 -0.556
H 2.499 -1.065 1.070 0.180
H 2.892 -1.026 -0.733 0.199
H 1.351 -1.719 -0.272 0.171
H 0.312 0.436 1.511 0.172
H -0.204 2.567 0.451 0.214
H -0.183 1.653 -1.130 0.184
H -0.945 -1.641 0.339 0.259
H -0.617 -0.772 -1.195 0.245
O 1.477 0.296 -0.175 -0.529
O -1.899 1.463 -0.031 -0.462
S -3.580 -0.613 0.023 -0.045
```